DFT (ωB97M-V/def2-TZVPD) results for a molecular structure, C25H41HfN3P2 at a distorted geometry.

charge: +2
E_tot: -1871.39642 Eh
E_HOMO (spin up / spin down): -12.87 / -12.87 eV

Geometry (Å):
Hf 2.0361 -1.8777 0.3213
C -0.6486 -1.0140 2.3629
C -0.2644 -2.0268 1.4178
C 1.3451 -1.8615 3.1202
C 0.3227 -0.9378 3.3789
C 0.8999 -2.6756 2.0100
C -2.0092 -0.3888 2.4177
H -2.5063 -0.4641 1.4409
H -1.9265 0.6925 2.6492
H -2.6952 -0.8173 3.1846
C 0.1882 -0.2298 4.6819
H -0.6109 0.5112 4.6133
H 1.1054 0.2868 4.9807
H -0.0770 -0.9242 5.4948
C 2.3573 -2.2785 4.1162
H 1.8810 -2.9911 4.8075
H 2.7166 -1.4346 4.7138
H 3.2383 -2.7738 3.6798
C 1.4256 -4.0674 1.7326
H 0.7808 -4.6052 1.0066
H 1.4039 -4.5162 2.7375
H 2.4741 -4.1732 1.3292
C -1.2298 -2.7974 0.5640
H -1.5279 -3.7795 0.9972
H -0.8123 -3.0007 -0.4339
H -2.1722 -2.2542 0.4155
C -2.8489 4.0134 0.5192
C -3.5611 2.9091 0.7076
C -3.9132 1.9441 -0.3991
C -2.7960 1.6203 -1.4520
C -1.4854 1.4917 -0.8127
C -0.4717 2.3490 -0.6278
C -0.7142 3.8291 -0.8384
C -2.1751 4.3202 -0.7901
H -4.6965 2.3672 -1.0502
H -2.7228 2.3110 -2.2848
H -4.3357 1.0193 0.0424
H -2.7587 4.0039 -1.6665
H -2.7305 4.8117 1.2861
H -4.0123 2.6983 1.6888
H -2.1211 5.4097 -0.9049
H -0.1749 4.3870 -0.0534
H 0.5351 2.0870 -0.1975
H -0.2786 4.1663 -1.8168
H -3.1067 0.6718 -1.9097
H -1.1575 0.5175 -0.4239
P -0.2154 0.2506 -2.7938
C 0.1347 1.8857 -3.6930
C -0.9102 -0.5265 -4.3485
P 1.9550 -1.6717 -1.9860
C 1.5599 -0.0535 -2.7498
C 1.2724 -2.9092 -3.1180
C 3.7745 -1.4998 -2.2039
H 1.1317 2.2314 -3.3774
H -0.6425 2.6246 -3.4460
H 0.1584 1.7123 -4.7812
H -0.4749 -0.0705 -5.2476
H -1.9890 -0.3106 -4.3543
H -0.7550 -1.6058 -4.3696
H 3.8867 -1.0186 -3.1693
H 4.2724 -2.4727 -2.1739
H 4.2324 -0.8476 -1.4592
H 2.0073 0.7300 -2.0830
H 2.0231 0.0144 -3.7467
H 1.7151 -3.8904 -2.8460
H 1.5242 -2.6768 -4.1562
H 0.1731 -3.0099 -2.9935
N 2.9192 -0.1799 0.7886
C 2.8827 0.7911 1.5001
N 3.0685 1.8813 2.0598
C 3.0694 1.9957 3.4050
N 3.0568 2.0980 4.5872